Record 1
The following is a quantum chemistry calculation of a 6-piece molecular cluster, C24H32Br4O overall in a non-equilibrium geometry, from the Open Molecules 2025 dataset.

- Kohn-Sham gap: 9.50 eV
- SMILES: c1ccccc1.c1ccccc1.c1ccccc1.BrCCBr.BrCCBr.CCO
- Energy relative to the best compared isomer or geometry (same formula, charge and spin): 0.0 kcal per mole
- HOMO energy: -9.18 eV
- DFT total energy: -307622.5245 eV

XYZ file:
```
61
C24H32Br4O, DFT ωB97M-V/def2-TZVPD
C 4.475 3.271 -4.469
C 4.156 2.493 -5.598
C 3.662 1.213 -5.539
C 3.353 0.738 -4.283
C 3.643 1.458 -3.105
C 4.204 2.715 -3.197
H 4.899 4.263 -4.511
H 4.273 2.973 -6.559
H 3.337 0.678 -6.419
H 2.866 -0.204 -4.079
H 3.454 1.128 -2.094
H 4.435 3.368 -2.369
C -3.105 -2.402 3.434
C -3.087 -0.978 3.463
C -3.871 -0.269 4.352
C -4.806 -0.958 5.092
C -4.898 -2.372 5.172
C -3.998 -3.069 4.360
H -2.330 -2.794 2.792
H -2.476 -0.408 2.778
H -3.889 0.808 4.434
H -5.381 -0.302 5.728
H -5.621 -2.695 5.906
H -3.942 -4.140 4.487
C 0.598 1.005 0.513
C 0.704 0.755 -0.807
C 0.961 -0.592 -1.218
C 0.941 -1.637 -0.312
C 0.741 -1.368 1.046
C 0.484 -0.042 1.428
H 0.581 2.023 0.873
H 0.813 1.568 -1.510
H 1.178 -0.795 -2.257
H 1.139 -2.643 -0.653
H 0.786 -2.035 1.893
H 0.371 -0.023 2.502
Br -0.645 2.693 -5.913
C -1.227 1.657 -4.391
C -1.411 0.196 -4.849
Br -1.905 -1.055 -3.456
H -2.163 2.054 -3.998
H -0.373 1.707 -3.715
H -0.510 -0.256 -5.265
H -2.182 0.033 -5.602
Br 3.609 -0.657 4.617
C 3.421 -2.609 4.026
C 4.798 -3.321 4.150
Br 4.910 -4.659 2.689
H 3.141 -2.718 2.978
H 2.613 -3.078 4.588
H 4.963 -3.794 5.119
H 5.625 -2.626 4.006
C -3.573 0.999 -0.231
C -3.318 2.313 0.514
O -4.097 2.362 1.699
H -2.914 0.869 -1.089
H -4.590 1.017 -0.624
H -3.549 0.239 0.550
H -3.551 3.088 -0.216
H -2.253 2.259 0.743
H -3.469 2.553 2.399
```

Record 2
The following is a quantum chemistry calculation of one molecule with the formula C4H5NO3 in a non-equilibrium geometry, from the Open Molecules 2025 dataset.

- Kohn-Sham gap (spin up / spin down): 8.59 / 8.59 eV
- Energy relative to the best compared isomer or geometry (same formula, charge and spin): 115.2 kcal per mole
- HOMO energy (spin up / spin down): -8.26 / -8.25 eV
- DFT total energy: -11857.0059 eV

XYZ file:
```
13
C4H5NO3, DFT ωB97M-V/def2-TZVPD
C 1.536 -0.319 -0.024
C -0.368 -1.391 -0.163
C 0.680 0.596 -0.433
C -0.706 0.031 -0.533
N -1.504 0.720 0.553
O -0.877 -2.460 -0.137
O 0.899 1.918 -0.606
O 2.718 -0.707 0.507
H -1.162 0.009 -1.494
H -2.553 0.582 0.517
H -1.138 0.379 1.408
H -0.083 2.237 -0.404
H 2.559 -1.595 0.810
```

Record 3
The following is a quantum chemistry calculation of C24H20Cl3FeN6O2Si as an isolated structure in a non-equilibrium geometry, from the Open Molecules 2025 dataset.

- Kohn-Sham gap (spin up / spin down): 5.41 / 4.90 eV
- 2S+1: 2
- ⟨S²⟩: 0.8144
- Energy relative to the best compared isomer or geometry (same formula, charge and spin): 77.7 kcal per mole
- HOMO energy (spin up / spin down): -7.08 / -7.05 eV
- DFT total energy: -118083.4339 eV

XYZ file:
```
57
C24H20Cl3FeN6O2Si, DFT ωB97M-V/def2-TZVPD
Fe -0.103 1.057 0.007
C 0.940 1.748 4.527
C 0.324 1.803 3.268
N 0.457 0.857 2.367
C 1.225 -0.216 2.648
C 1.964 -0.318 3.855
C 1.777 0.700 4.811
C 2.855 -1.396 4.036
C 2.976 -2.346 3.055
C 2.175 -2.319 1.916
C 1.252 -1.299 1.698
N 0.340 -1.187 0.707
C -0.359 -2.168 0.101
C -0.025 -3.511 -0.085
C -0.943 -4.423 -0.600
C -2.226 -4.057 -0.918
C -2.618 -2.710 -0.780
C -3.926 -2.249 -1.039
C -4.216 -0.920 -0.878
C -3.195 -0.043 -0.485
N -1.979 -0.449 -0.225
C -1.670 -1.754 -0.335
H 0.753 2.527 5.251
H -0.312 2.639 2.999
H 2.288 0.629 5.761
H 3.450 -1.439 4.935
H 3.697 -3.143 3.161
H 2.323 -3.078 1.170
H 0.955 -3.874 0.167
H -0.631 -5.450 -0.725
H -2.944 -4.785 -1.267
H -4.693 -2.952 -1.340
H -5.208 -0.538 -1.053
H -3.370 1.018 -0.371
N 0.796 3.550 0.295
N -0.341 4.373 0.456
C -1.585 3.871 -0.025
O -2.480 4.672 -0.212
O -1.627 2.615 -0.172
H 1.410 3.642 1.101
H 1.319 3.789 -0.549
H -0.214 5.367 0.285
C -0.014 0.790 -5.271
C 0.574 -0.244 -4.560
C 0.422 -0.274 -3.184
N -0.261 0.644 -2.507
C -0.845 1.620 -3.194
C -0.750 1.733 -4.572
H 0.103 0.860 -6.342
H 1.157 -1.002 -5.058
H 0.874 -1.057 -2.594
H -1.407 2.336 -2.608
H -1.231 2.551 -5.085
Cl 3.328 2.224 -2.025
Si 2.455 0.931 -0.593
Cl 3.534 1.501 1.139
Cl 3.452 -0.848 -1.065
```

Record 4
The following is a quantum chemistry calculation of a 13-piece molecular cluster, C38H61Cl36N3O3PS overall in a non-equilibrium geometry, from the Open Molecules 2025 dataset.

- Kohn-Sham gap: 8.24 eV
- Net charge: +1
- Energy relative to the best compared isomer or geometry (same formula, charge and spin): 0.0 kcal per mole
- HOMO energy: -11.26 eV
- DFT total energy: -521931.6541 eV

XYZ file:
```
143
C38H61Cl36N3O3PS, DFT ωB97M-V/def2-TZVPD
C 0.621 -4.889 -1.565
O 0.293 -5.942 -0.695
C -0.352 -5.552 0.500
C -1.856 -5.797 0.455
C -2.681 -4.516 0.413
C -2.787 -3.900 -0.993
C -4.222 -3.556 -1.368
C -4.668 -2.201 -0.764
C -5.244 -1.244 -1.818
C -4.277 -0.122 -2.234
C -4.816 1.253 -1.865
C -5.030 1.415 -0.356
C -4.115 2.423 0.304
C -2.641 2.000 0.324
C -2.033 1.760 1.718
C -0.551 1.837 1.400
P 0.680 0.902 2.334
C -0.008 -0.761 2.499
O 2.003 0.644 1.444
N -0.431 2.645 0.398
C 0.751 3.062 -0.357
C 0.982 2.040 -1.473
C 1.996 2.442 -2.535
C 1.924 1.478 -3.732
C 2.944 0.351 -3.731
C 3.049 -0.465 -2.437
C 4.154 0.103 -1.574
S 4.512 -0.986 -0.154
C 5.503 0.119 0.740
N 5.439 0.477 1.965
N 6.487 1.393 2.150
C 7.066 1.509 1.028
O 6.508 0.726 0.065
C -1.731 3.166 -0.063
H 0.886 -3.985 -1.028
H -0.194 -4.690 -2.257
H 1.487 -5.196 -2.136
H -0.189 -4.505 0.744
H 0.080 -6.147 1.295
H -2.119 -6.457 -0.362
H -2.116 -6.309 1.375
H -3.653 -4.722 0.836
H -2.188 -3.796 1.061
H -2.185 -2.999 -1.039
H -2.377 -4.589 -1.718
H -4.302 -3.528 -2.446
H -4.889 -4.304 -0.971
H -3.813 -1.749 -0.280
H -5.451 -2.403 -0.046
H -5.552 -1.793 -2.695
H -6.122 -0.763 -1.408
H -4.074 -0.179 -3.295
H -3.318 -0.269 -1.744
H -5.753 1.357 -2.395
H -4.152 2.018 -2.258
H -5.006 0.454 0.144
H -6.031 1.807 -0.221
H -4.197 3.389 -0.167
H -4.425 2.473 1.339
H -2.391 1.228 -0.385
H -2.378 2.386 2.526
H -2.223 0.709 1.907
H 0.490 -1.172 3.361
H -1.067 -0.709 2.689
H 0.225 -1.350 1.624
H 2.641 1.354 1.567
H 1.592 3.028 0.315
H 0.577 4.066 -0.714
H 1.209 1.107 -0.976
H 0.030 1.930 -1.983
H 3.001 2.579 -2.158
H 1.670 3.402 -2.910
H 2.044 2.053 -4.640
H 0.920 1.072 -3.753
H 2.661 -0.326 -4.522
H 3.929 0.747 -3.932
H 2.107 -0.588 -1.918
H 3.366 -1.461 -2.722
H 3.927 1.070 -1.158
H 5.056 0.129 -2.160
H 7.895 2.133 0.793
H -1.679 3.321 -1.128
H -1.943 4.095 0.449
C 7.383 -2.500 4.233
Cl 7.229 -2.912 2.523
Cl 5.943 -2.971 5.115
Cl 8.793 -3.278 4.929
H 7.499 -1.426 4.316
C 1.761 -2.667 5.842
Cl 2.269 -1.066 5.277
Cl 1.990 -2.813 7.577
Cl 0.080 -2.992 5.398
H 2.384 -3.406 5.358
C -5.622 6.651 0.874
Cl -3.948 6.103 1.013
Cl -5.801 7.752 -0.488
Cl -6.709 5.272 0.709
H -5.875 7.183 1.778
C -5.208 4.955 4.939
Cl -4.346 4.078 3.657
Cl -4.061 5.718 6.031
Cl -6.331 6.147 4.296
H -5.784 4.232 5.499
C -1.635 5.643 -3.726
Cl -1.643 4.987 -5.352
Cl -3.027 5.059 -2.807
Cl -0.118 5.208 -2.910
H -1.694 6.721 -3.777
C -1.782 1.602 -7.483
Cl -0.169 1.218 -6.874
Cl -2.995 1.358 -6.225
Cl -1.840 3.253 -8.098
H -2.002 0.929 -8.301
C 4.744 -7.198 5.891
Cl 4.407 -8.696 5.036
Cl 3.444 -6.028 5.596
Cl 4.959 -7.476 7.611
H 5.665 -6.784 5.498
C -1.038 -9.131 1.550
Cl -0.037 -10.569 1.706
Cl -2.714 -9.561 1.210
Cl -0.933 -8.133 3.004
H -0.664 -8.547 0.717
C -2.471 9.924 -4.639
Cl -1.567 10.911 -5.772
Cl -2.982 8.407 -5.389
Cl -1.517 9.595 -3.186
H -3.357 10.469 -4.344
C 4.550 -7.670 0.698
Cl 5.527 -9.120 0.921
Cl 2.951 -8.080 0.081
Cl 4.424 -6.765 2.206
H 5.040 -7.043 -0.033
C 9.046 -7.310 7.837
Cl 10.713 -7.880 7.810
Cl 8.835 -6.023 6.639
Cl 7.929 -8.660 7.593
H 8.848 -6.889 8.813
C -1.610 15.009 -6.193
Cl -1.576 14.291 -7.803
Cl -3.028 14.465 -5.293
Cl -0.130 14.634 -5.310
H -1.674 16.082 -6.303
```